The following is a quantum chemistry calculation of a molecular structure, C30H22ClIrO7S, from OMol25.

ORCA input file:
```
! wB97M-V def2-TZVPD RIJCOSX def2/J DEFGRID3
* xyz 0 5
Ir -0.787 -0.239 0.445
C -0.796 3.858 2.068
C -0.549 2.379 2.179
O -0.241 1.800 1.122
C -0.618 1.700 3.458
C -0.748 2.483 4.629
C -0.704 1.933 5.881
C -0.530 0.543 5.993
C -0.421 -0.250 4.883
C -0.470 0.296 3.578
O -0.398 -0.540 2.580
H -0.865 4.115 1.015
H 0.026 4.417 2.518
H -1.712 4.140 2.585
H -0.866 3.553 4.529
H -0.793 2.552 6.761
H -0.488 0.086 6.974
H -0.304 -1.323 4.964
Cl -2.403 4.344 -5.317
C -2.330 3.364 -3.879
C -3.299 3.564 -2.866
C -3.290 2.822 -1.727
C -2.299 1.811 -1.502
O -2.347 1.131 -0.431
C -1.322 1.633 -2.532
C -0.281 0.685 -2.459
O 0.016 -0.079 -1.514
C -1.371 2.422 -3.718
H -4.056 4.323 -3.014
H -4.032 2.969 -0.955
H 0.366 0.598 -3.340
H -0.627 2.262 -4.487
O 1.698 -1.394 1.200
C 2.420 -2.552 1.161
C 0.646 -3.029 -1.605
O 1.615 -3.135 -2.221
O -0.335 -2.942 -0.998
C 3.672 -2.421 0.437
C 4.246 -3.492 -0.262
C 5.421 -3.327 -0.973
C 6.048 -2.088 -1.014
C 5.476 -1.012 -0.348
C 4.300 -1.171 0.363
C 1.917 -3.707 1.841
C 2.752 -4.787 2.198
C 2.252 -5.880 2.877
C 0.910 -5.939 3.239
C 0.076 -4.876 2.916
C 0.563 -3.777 2.232
H 1.147 -1.311 2.006
H 3.743 -4.449 -0.284
H 5.839 -4.166 -1.513
H 6.965 -1.959 -1.573
H 5.949 -0.039 -0.384
H 3.852 -0.328 0.872
H 3.809 -4.744 1.978
H 2.923 -6.686 3.143
H 0.523 -6.797 3.772
H -0.969 -4.901 3.195
H -0.117 -2.972 1.989
S -3.630 -2.072 0.261
C -2.378 -1.311 0.693
*
```

Properties
largest force on an atom: 0.01164 Eh/bohr
energy relative to the best compared isomer or geometry (same formula, charge and spin): 2.50 kcal/mol
Kohn-Sham gap (spin up / spin down): 6.0 / 6.5 eV
expectation value of S²: 6.051
HOMO level (spin up / spin down): -6.27 / -8.02 eV

Charge distribution, natural (NBO) scheme, values in e: 1.37 -0.71 0.63 -0.66 -0.32 -0.12 -0.28 -0.16 -0.25 0.42 -0.79 0.24 0.24 0.24 0.21 0.22 0.21 0.22 -0.01 -0.11 -0.17 -0.24 0.45 -0.70 -0.33 0.45 -0.68 -0.14 0.23 0.22 0.15 0.22 -0.73 0.31 1.05 -0.50 -0.54 -0.04 -0.21 -0.22 -0.22 -0.21 -0.20 -0.15 -0.15 -0.23 -0.22 -0.20 -0.21 0.52 0.22 0.21 0.21 0.21 0.22 0.21 0.21 0.21 0.21 0.22 0.24 -0.29

The following is a quantum chemistry calculation of 2 unconnected molecules or ions with the total composition C30H23BBr2F6O2S, from OMol25.

ORCA input file:
```
! wB97M-V def2-TZVPD RIJCOSX def2/J DEFGRID3
* xyz 0 1
C -5.053 1.851 -3.364
C -3.876 1.200 -2.732
C -3.655 -0.165 -2.625
C -2.386 -0.488 -2.099
C -1.610 0.644 -1.835
B -2.349 -0.096 3.056
C -0.200 0.718 -1.928
C 0.433 1.961 -1.744
C 1.755 2.102 -2.113
C 2.409 3.443 -1.917
F 3.738 3.433 -2.230
F 1.820 4.425 -2.674
F 2.299 3.829 -0.598
C 2.468 1.030 -2.641
C 1.851 -0.215 -2.753
C 2.602 -1.384 -3.321
F 2.373 -2.502 -2.545
F 2.218 -1.697 -4.593
F 3.957 -1.175 -3.338
C 0.542 -0.410 -2.350
O -3.215 0.893 2.583
C -4.040 0.179 1.642
C -3.667 -1.297 1.751
O -2.608 -1.410 2.710
S -2.606 2.082 -1.958
H -5.426 1.248 -4.208
H -5.864 1.915 -2.621
H -4.810 2.863 -3.723
H -4.398 -0.887 -2.968
H -2.003 -1.491 -1.966
H -0.105 2.836 -1.376
H 3.497 1.151 -2.940
H 0.083 -1.390 -2.438
H -5.079 0.340 1.933
H -3.868 0.555 0.623
H -4.491 -1.911 2.120
H -3.329 -1.687 0.784
Br -2.108 0.248 7.054
C -1.251 0.350 5.365
C -1.195 1.583 4.676
C -0.801 1.596 3.348
C -0.671 0.307 2.664
C -0.381 0.289 1.175
C 0.702 -0.519 0.807
C 2.020 -0.139 0.612
C 3.101 -1.083 0.499
C 4.321 -0.712 -0.121
C 5.269 -1.668 -0.450
C 5.071 -3.004 -0.077
Br 6.326 -4.309 -0.607
C 3.931 -3.382 0.647
C 2.962 -2.425 0.951
C -0.224 -0.811 3.520
C -0.636 -0.801 4.843
H -1.461 2.514 5.192
H -0.668 2.516 2.775
H -0.734 1.139 0.611
H 0.474 -1.589 0.755
H 2.235 0.937 0.590
H 4.459 0.332 -0.408
H 6.152 -1.388 -1.018
H 3.802 -4.418 0.938
H 2.074 -2.733 1.501
H 0.317 -1.635 3.079
H -0.496 -1.686 5.477
*
```

Properties
largest force on an atom: 0.09061 Eh/bohr
energy relative to the best compared isomer or geometry (same formula, charge and spin): 62.78 kcal/mol
Kohn-Sham gap: 5.2 eV
HOMO level: -6.30 eV

Charge distribution, natural (NBO) scheme, values in e: -0.65 -0.17 -0.27 -0.22 -0.24 1.35 0.04 -0.19 -0.15 0.98 -0.32 -0.32 -0.33 -0.13 -0.15 0.98 -0.33 -0.32 -0.32 -0.16 -0.73 -0.09 -0.09 -0.73 0.43 0.24 0.23 0.23 0.23 0.22 0.23 0.24 0.24 0.19 0.20 0.19 0.19 0.06 -0.19 -0.25 -0.15 -0.28 -0.34 -0.20 -0.25 0.02 -0.22 -0.22 -0.10 0.06 -0.23 -0.20 -0.16 -0.25 0.24 0.24 0.20 0.19 0.21 0.22 0.23 0.23 0.21 0.23 0.24

The following is a quantum chemistry calculation of a molecular structure, C30H23BF11LiNPS2, from OMol25.

ORCA input file:
```
! wB97M-V def2-TZVPD RIJCOSX def2/J DEFGRID3
* xyz -2 1
Li -0.514 -2.954 0.329
C 2.412 -2.301 4.118
C 1.682 -2.139 2.808
S -0.013 -2.414 2.840
C 2.359 -1.720 1.715
C 3.847 -1.484 1.729
S 1.615 -1.540 0.134
H 1.750 -2.754 4.853
H 2.739 -1.330 4.504
H 3.297 -2.930 3.999
H 4.131 -0.804 2.535
H 4.163 -1.050 0.779
H 4.392 -2.422 1.878
F -3.043 -4.755 -0.798
B -1.767 -4.693 -0.267
F -1.376 -6.014 -0.334
C 0.591 -2.638 -5.309
C -0.508 -3.291 -4.770
C -0.630 -3.353 -3.388
N 0.277 -2.859 -2.563
C 1.346 -2.285 -3.080
C 1.546 -2.131 -4.444
H 0.704 -2.523 -6.380
H -1.251 -3.745 -5.412
H -1.484 -3.809 -2.904
H 2.073 -1.926 -2.369
H 2.416 -1.612 -4.814
F -5.247 4.659 0.822
C -5.081 3.855 -0.259
F -6.290 3.307 -0.486
F -4.886 4.716 -1.292
C -3.979 2.870 -0.086
C -4.200 1.510 -0.259
C -3.150 0.631 -0.084
C -1.878 1.067 0.265
C -1.681 2.437 0.431
C -2.713 3.336 0.263
P -0.444 -0.333 0.367
C 0.238 0.587 -1.070
C -0.454 0.317 -2.258
C -0.054 0.856 -3.459
C 1.060 1.694 -3.500
C 1.740 1.998 -2.320
C 1.335 1.444 -1.124
C 1.514 2.249 -4.802
F 1.305 1.422 -5.849
F 0.893 3.414 -5.155
F 2.831 2.547 -4.846
C 0.116 0.419 1.931
C -0.896 0.418 2.893
C -0.662 0.810 4.188
C 0.642 1.148 4.566
C 1.661 1.152 3.630
C 1.404 0.786 2.314
C 0.879 1.513 5.986
F 2.178 1.574 6.347
F 0.380 2.743 6.310
F 0.298 0.682 6.877
H -5.184 1.149 -0.518
H -3.303 -0.433 -0.207
H -0.698 2.804 0.696
H -2.557 4.398 0.403
H -1.314 -0.342 -2.222
H -0.594 0.641 -4.372
H 2.587 2.668 -2.351
H 1.896 1.665 -0.228
H -1.879 0.068 2.607
H -1.453 0.816 4.923
H 2.666 1.422 3.932
H 2.220 0.791 1.608
*
```

Properties
largest force on an atom: 0.02565 Eh/bohr
Kohn-Sham gap: 4.9 eV
HOMO level: -0.60 eV

Charge distribution, natural (NBO) scheme, values in e: 0.62 -0.65 -0.17 -0.45 -0.26 -0.65 -0.35 0.22 0.19 0.19 0.19 0.21 0.19 -0.60 0.48 -0.60 -0.19 -0.28 0.04 -0.41 0.04 -0.26 0.20 0.20 0.22 0.23 0.21 -0.34 0.98 -0.34 -0.34 -0.21 -0.19 -0.20 -0.27 -0.23 -0.18 0.82 -0.29 -0.23 -0.17 -0.21 -0.20 -0.16 0.98 -0.34 -0.35 -0.34 -0.30 -0.16 -0.21 -0.20 -0.16 -0.23 0.98 -0.34 -0.35 -0.33 0.21 0.21 0.21 0.21 0.23 0.22 0.21 0.21 0.22 0.21 0.20 0.22

The following is a quantum chemistry calculation of 2 unconnected molecules or ions with the total composition C30H23F6N3S, from OMol25.

ORCA input file:
```
! wB97M-V def2-TZVPD RIJCOSX def2/J DEFGRID3
* xyz 0 1
F -2.745 3.826 -5.426
C -1.618 4.024 -4.662
F -0.781 2.949 -4.859
F -0.972 5.134 -5.160
C -1.901 4.200 -3.194
N -0.603 4.198 -2.456
C -0.168 5.455 -1.979
C -0.550 5.907 -0.694
C -0.186 7.178 -0.269
C 0.547 8.024 -1.104
C 0.926 7.582 -2.386
C 0.557 6.311 -2.818
C -0.013 3.020 -2.046
C 1.396 2.971 -1.922
C 2.031 1.761 -1.702
C 1.284 0.579 -1.433
C 1.991 -0.593 -1.017
C 1.429 -1.564 -0.136
C 1.998 -2.866 -0.063
C 1.498 -3.845 0.769
C 0.446 -3.538 1.658
N -0.132 -4.519 2.424
C -0.071 -5.942 2.007
C -1.197 -6.193 1.035
F -1.097 -7.400 0.377
F -2.409 -6.172 1.699
F -1.242 -5.197 0.078
C -0.700 -4.261 3.688
C -2.082 -4.021 3.792
C -2.661 -3.796 5.036
C -1.871 -3.812 6.191
C -0.497 -4.074 6.099
C 0.084 -4.325 4.859
C -0.007 -2.202 1.738
C 0.422 -1.262 0.829
C -0.141 0.669 -1.468
C -0.771 1.859 -1.796
H -2.368 5.185 -3.048
H -2.543 3.373 -2.865
H -1.127 5.224 -0.069
H -0.491 7.515 0.731
H 0.831 9.023 -0.777
H 1.499 8.222 -3.054
H 0.829 5.957 -3.811
H 1.963 3.870 -2.093
H 3.113 1.706 -1.653
H 3.109 -0.564 -1.125
H 2.833 -3.123 -0.703
H 1.924 -4.836 0.749
H 0.871 -6.167 1.501
H -0.234 -6.560 2.897
H -2.669 -4.012 2.871
H -3.738 -3.608 5.089
H -2.329 -3.620 7.157
H 0.129 -4.089 6.997
H 1.149 -4.546 4.745
H -0.737 -1.948 2.496
H 0.010 -0.252 0.901
H -0.755 -0.201 -1.212
H -1.849 1.900 -1.858
N 2.767 -1.839 -2.623
C 3.401 -2.744 -3.086
S 4.217 -3.930 -3.850
*
```

Properties
largest force on an atom: 0.04377 Eh/bohr
energy relative to the best compared isomer or geometry (same formula, charge and spin): 5.14 kcal/mol
Kohn-Sham gap: 5.8 eV
HOMO level: -7.14 eV

Charge distribution, natural (NBO) scheme, values in e: -0.32 0.97 -0.32 -0.33 -0.29 -0.48 0.21 -0.24 -0.21 -0.21 -0.19 -0.25 0.25 -0.23 -0.09 -0.22 0.17 -0.14 -0.11 -0.29 0.34 -0.50 -0.30 0.97 -0.32 -0.34 -0.33 0.22 -0.24 -0.20 -0.21 -0.21 -0.24 -0.32 -0.14 -0.10 -0.28 0.25 0.23 0.22 0.22 0.22 0.22 0.24 0.22 0.23 0.27 0.25 0.21 0.23 0.25 0.23 0.22 0.22 0.22 0.22 0.23 0.22 0.23 0.21 -0.64 0.14 -0.27

The following is a quantum chemistry calculation of a molecular structure, C30H23IrN4O3S4Te, from OMol25.

ORCA input file:
```
! wB97M-V def2-TZVPD RIJCOSX def2/J DEFGRID3
* xyz -1 2
Ir 0.211 0.898 -0.396
O 0.385 -0.885 3.479
C -0.130 -0.541 2.413
N 0.261 0.549 1.687
C 1.118 1.481 2.344
C 1.124 1.718 3.724
C 1.980 2.653 4.280
C 2.855 3.374 3.472
C 2.843 3.177 2.104
C 1.971 2.239 1.540
N 1.851 1.998 0.163
C 2.482 2.683 -0.793
O 3.306 3.597 -0.710
C 2.113 2.150 -2.137
C 2.882 2.473 -3.240
C 2.596 1.897 -4.458
C 1.545 0.998 -4.528
C 0.806 0.727 -3.394
N 1.063 1.312 -2.204
C -1.311 -1.385 1.987
C -1.509 -2.613 2.625
C -2.675 -3.306 2.359
C -3.617 -2.758 1.492
C -3.317 -1.545 0.894
N -2.181 -0.896 1.130
H 0.460 1.162 4.362
H 1.963 2.815 5.351
H 3.531 4.101 3.905
H 3.479 3.748 1.449
H 3.690 3.174 -3.086
H 3.186 2.131 -5.336
H 1.284 0.500 -5.452
H -0.021 0.040 -3.429
H -0.767 -2.978 3.318
H -2.858 -4.265 2.829
H -4.545 -3.271 1.274
H -3.991 -1.092 0.171
O -1.667 -5.219 -2.816
C -1.324 -4.147 -2.395
S 0.238 -3.855 -1.603
C 0.014 -2.140 -1.313
C -1.172 -1.607 -1.721
S -1.583 0.020 -1.483
S -2.316 -2.681 -2.506
S 1.245 -1.275 -0.528
C -4.340 3.955 -5.516
C -3.609 3.756 -4.213
C -2.337 4.268 -4.018
C -1.647 4.108 -2.815
C -0.279 4.723 -2.707
C -2.249 3.390 -1.768
Te -1.269 3.090 0.105
C -3.564 2.904 -1.938
C -4.315 2.194 -0.837
C -4.209 3.085 -3.158
H -3.665 4.312 -6.295
H -5.143 4.689 -5.408
H -4.794 3.023 -5.859
H -1.859 4.818 -4.825
H -0.125 5.455 -3.503
H 0.496 3.967 -2.798
H -0.131 5.204 -1.741
H -3.879 1.214 -0.631
H -5.362 2.059 -1.117
H -4.265 2.749 0.098
H -5.216 2.695 -3.281
*
```

Properties
largest force on an atom: 0.02341 Eh/bohr
energy relative to the best compared isomer or geometry (same formula, charge and spin): 13.24 kcal/mol
Kohn-Sham gap (spin up / spin down): 6.6 / 5.0 eV
expectation value of S²: 0.765
HOMO level (spin up / spin down): -4.32 / -4.37 eV

Charge distribution, natural (NBO) scheme, values in e: 0.64 -0.66 0.63 -0.66 0.21 -0.23 -0.23 -0.24 -0.23 0.08 -0.59 0.60 -0.67 0.15 -0.21 -0.17 -0.24 0.05 -0.40 0.13 -0.21 -0.19 -0.26 0.03 -0.42 0.23 0.20 0.20 0.25 0.25 0.22 0.22 0.22 0.24 0.21 0.21 0.19 -0.57 0.20 0.34 -0.41 -0.47 0.22 0.33 0.05 -0.62 -0.02 -0.26 0.08 -0.65 -0.30 0.08 -0.01 -0.64 -0.24 0.21 0.21 0.21 0.19 0.20 0.21 0.24 0.23 0.20 0.23 0.19

The following is a quantum chemistry calculation of a molecular structure, C30H24BF3N11O5SY, from OMol25.

ORCA input file:
```
! wB97M-V def2-TZVPD RIJCOSX def2/J DEFGRID3
* xyz -1 2
Y -0.240 0.284 0.108
C -3.408 2.839 2.402
C -2.202 2.638 1.723
N -2.050 1.357 1.416
N -3.136 0.709 1.887
C -3.972 1.586 2.480
B -3.383 -0.802 1.640
N -2.201 -1.649 2.174
C -2.247 -2.835 2.812
C -0.959 -3.296 2.968
C -0.164 -2.315 2.367
N -0.917 -1.334 1.883
N -3.486 -1.064 0.118
C -4.469 -1.511 -0.685
C -3.962 -1.622 -1.964
C -2.630 -1.216 -1.849
N -2.350 -0.885 -0.597
N -4.645 -1.177 2.428
C -4.722 -1.269 3.779
C -6.048 -1.307 4.128
C -6.726 -1.218 2.898
N -5.882 -1.131 1.886
H -3.811 3.764 2.775
H -1.442 3.346 1.435
H -4.907 1.263 2.905
H -3.186 -3.271 3.104
H -0.643 -4.206 3.447
H 0.905 -2.264 2.253
H -5.448 -1.698 -0.284
H -4.484 -1.951 -2.845
H -1.858 -1.143 -2.598
H -3.833 -1.276 4.387
H -6.461 -1.387 5.119
H -7.788 -1.218 2.709
C -3.938 2.514 -1.324
O -3.321 3.799 -1.234
C -2.030 4.010 -1.601
C -1.670 5.302 -1.841
C -0.342 5.662 -2.193
C 0.613 4.708 -2.313
C 0.312 3.345 -2.044
C 1.295 2.379 -2.273
N 1.154 1.110 -1.919
N 1.977 0.269 -2.499
C 1.577 -1.011 -2.220
O 0.514 -1.271 -1.623
C 2.463 -2.101 -2.683
C 2.146 -3.412 -2.342
C 2.981 -4.447 -2.723
C 4.135 -4.177 -3.447
C 4.454 -2.870 -3.789
C 3.623 -1.830 -3.406
C -1.035 2.952 -1.653
O -1.360 1.763 -1.392
H -5.002 2.713 -1.216
H -3.601 1.842 -0.539
H -3.749 2.050 -2.293
H -2.435 6.063 -1.751
H -0.110 6.705 -2.362
H 1.631 4.962 -2.582
H 2.196 2.650 -2.823
H 1.252 -3.595 -1.762
H 2.741 -5.466 -2.446
H 4.793 -4.987 -3.738
H 5.360 -2.659 -4.343
H 3.864 -0.805 -3.647
F 2.808 1.524 3.228
C 1.560 1.954 3.007
F 1.216 2.741 4.047
F 0.752 0.878 3.058
C 1.456 2.742 1.665
O 2.110 3.763 1.607
O 0.681 2.237 0.792
S 4.380 -1.667 0.845
C 2.901 -1.010 0.815
N 1.816 -0.563 0.795
*
```

Properties
largest force on an atom: 0.01236 Eh/bohr
energy relative to the best compared isomer or geometry (same formula, charge and spin): 4.49 kcal/mol
Kohn-Sham gap (spin up / spin down): 7.5 / 5.6 eV
expectation value of S²: 0.798
HOMO level (spin up / spin down): -5.35 / -5.41 eV

Charge distribution, Mulliken scheme, values in e: 1.24 -1.54 -0.55 0.72 0.07 -0.02 0.68 -0.11 -0.11 -1.52 -0.41 0.68 -0.22 -0.05 -1.46 -0.30 0.48 0.46 -0.36 -0.95 -0.32 -1.03 0.44 0.51 0.34 0.57 0.42 0.43 0.51 0.44 0.48 0.56 0.42 0.46 -0.62 -0.47 -0.19 -0.49 -0.63 -0.98 0.86 -1.27 1.10 -0.95 0.19 -0.52 0.46 -0.31 -0.72 -0.34 -0.69 -0.13 1.73 -0.70 0.25 0.14 0.28 0.43 0.38 0.40 0.35 0.39 0.38 0.38 0.38 0.42 -0.30 0.72 -0.32 -0.16 0.23 -0.68 -0.04 -0.44 0.44 -0.93

Energy? In order: -71992.620 -203476.866 -94711.907 -63092.305 -97065.345 -78846.114 eV.